Entry from the Open Molecules 2025 dataset: a structure of composition C4H7N3S (wB97M-V/def2-TZVPD).

Results
frontier orbital gap = 8.882 eV
energy above the lowest of the compared OMol25 structures with the same formula, charge and spin = 83.7 kcal/mol
max |F| = 7.56 eV/Å

```
! RIJCOSX wB97M-V def2-TZVPD def2/J DEFGRID3
* xyz 0 1
S -1.345 -0.285 2.398
N 2.018 1.496 -0.463
N -1.136 -0.549 0.726
N -1.632 -1.445 -1.278
C -0.444 -0.735 -1.400
C 1.613 0.407 0.312
C -0.158 -0.227 -0.141
C -2.046 -1.289 -0.076
H -1.779 1.067 2.207
H 2.356 1.245 -1.428
H 0.116 -0.701 -2.321
H 1.502 0.834 1.324
H -2.956 -1.875 0.296
H 1.748 2.502 -0.445
H 2.144 -0.445 0.289
*
```